# H6O2Si2

2 unconnected molecules or ions with the total composition H6O2Si2 (ωB97M-V/def2-TZVPD, the Open Molecules 2025 dataset).

```
10
Properties=species:S:1:pos:R:3:forces:R:3
O -1.4785 1.8455 0.4981 0.1405 0.9292 0.2342
O -1.6816 -0.6231 0.5901 0.1229 0.3441 0.4523
Si 1.5943 -0.3928 -0.4646 0.4016 -0.2308 0.0725
Si -1.8207 0.6213 -0.4984 -0.3727 -0.6066 -0.6597
H -1.2550 1.6862 1.4166 0.0486 -0.1017 0.2625
H -1.8078 -1.5330 0.3493 -0.1017 -0.4849 -0.3042
H 1.3636 0.5483 0.6242 -0.1378 0.1898 0.2555
H 0.9368 -1.6733 -0.2194 -0.1599 -0.2381 0.0933
H 3.0339 -0.6362 -0.5740 0.2766 -0.0171 -0.0377
H 1.1151 0.1572 -1.7219 -0.2180 0.2160 -0.3687
```
Forces are in eV/Å.

**Multiplicity**: 1
**Total charge**: 0
**LUMO level**: 0.6 eV
**Kohn-Sham gap**: 9.90 eV
**ΔE to the lowest compared entry with this formula, charge and spin**: 135.7 kJ/mol